# 1
{
  "formula": "C52H43F9NO2PS",
  "method": "the ωB97M-V functional and the def2-TZVPD basis",
  "symbols": ["O", "P", "O", "N", "C", "C", "C", "C", "C", "C", "S", "C", "C", "C", "C", "C", "F", "C", "F", "F", "C", "C", "C", "C", "H", "H", "H", "H", "H", "H", "H", "H", "H", "H", "H", "H", "H", "F", "C", "C", "C", "C", "C", "C", "H", "H", "H", "H", "H", "F", "C", "C", "C", "C", "C", "C", "H", "H", "H", "H", "H", "F", "C", "C", "C", "C", "C", "C", "H", "H", "H", "H", "H", "F", "C", "C", "C", "C", "C", "C", "H", "H", "H", "H", "H", "F", "C", "C", "C", "C", "C", "C", "H", "H", "H", "H", "H", "F", "C", "C", "C", "C", "C", "C", "H", "H", "H", "H", "H"],
  "coordinates": [[0.4840, 0.8321, 1.7639], [1.0746, -0.4954, 2.5286], [-0.1653, -1.3830, 3.1499], [1.9671, -1.5344, 1.3933], [1.6303, -1.2505, 0.0198], [0.7721, -2.1240, -0.6040], [0.3485, -1.9301, -1.9107], [0.8212, -0.8208, -2.5821], [1.7088, 0.0384, -1.9842], [2.1165, -0.1656, -0.6912], [3.2692, 0.9312, 0.1202], [4.0954, -0.2264, 1.2073], [5.4312, -0.0359, 1.5414], [6.3087, 1.1325, 1.0985], [6.4802, 1.2905, -0.4378], [5.7885, 2.5277, -0.9705], [5.0519, 3.3164, -0.1292], [5.8904, 2.9861, -2.2683], [6.6355, 4.0522, -2.5588], [5.2274, 2.4191, -3.2747], [6.0054, -1.0005, 2.3532], [5.3072, -2.0855, 2.8216], [3.9750, -2.2302, 2.4952], [3.3622, -1.3030, 1.6826], [1.0823, 1.5786, 1.8877], [-0.7300, -0.7702, 3.6456], [0.3802, -2.9965, -0.0836], [-0.3318, -2.6564, -2.3441], [0.4736, -0.6609, -3.6020], [2.0634, 0.8988, -2.5463], [7.3043, 0.9232, 1.5082], [5.9833, 2.0598, 1.5850], [6.2144, 0.3782, -0.9806], [7.5498, 1.4564, -0.6285], [7.0586, -0.8758, 2.6023], [5.7608, -2.8480, 3.4498], [3.3796, -3.0650, 2.8554], [-3.4123, 1.2844, 3.9992], [-4.1456, 0.1695, 3.7989], [-4.4621, -0.2056, 2.5078], [-5.2109, -1.3551, 2.3032], [-5.6413, -2.1073, 3.3879], [-5.3189, -1.7150, 4.6806], [-4.5597, -0.5704, 4.8893], [-4.1236, 0.3984, 1.6756], [-5.4597, -1.6650, 1.2971], [-6.2290, -3.0015, 3.2236], [-5.6572, -2.2983, 5.5237], [-4.2902, -0.2520, 5.8856], [-6.7082, -3.7135, 0.3380], [-7.4349, -3.0826, -0.6049], [-6.7818, -2.4314, -1.6325], [-7.5316, -1.7855, -2.6051], [-8.9182, -1.7908, -2.5322], [-9.5573, -2.4471, -1.4887], [-8.8126, -3.1030, -0.5192], [-5.6999, -2.4324, -1.6671], [-7.0332, -1.2774, -3.4201], [-9.5006, -1.2828, -3.2899], [-10.6377, -2.4481, -1.4292], [-9.2922, -3.6270, 0.2972], [-4.9909, -1.6120, 7.5885], [-5.3327, -1.0121, 8.7478], [-4.7950, -1.4775, 9.9309], [-5.1451, -0.8550, 11.1202], [-6.0321, 0.2137, 11.1114], [-6.5660, 0.6647, 9.9119], [-6.2113, 0.0521, 8.7185], [-4.1116, -2.3166, 9.9167], [-4.7260, -1.2042, 12.0545], [-6.3066, 0.6949, 12.0412], [-7.2601, 1.4947, 9.9048], [-6.6100, 0.3940, 7.7719], [0.6193, 2.7794, -1.6558], [0.7682, 3.9267, -2.3360], [-0.3381, 4.7055, -2.6125], [-0.1683, 5.8883, -3.3190], [1.0981, 6.2696, -3.7470], [2.1978, 5.4710, -3.4618], [2.0332, 4.2943, -2.7464], [-1.3168, 4.3859, -2.2791], [-1.0249, 6.5123, -3.5377], [1.2262, 7.1897, -4.3028], [3.1842, 5.7649, -3.7979], [2.8806, 3.6626, -2.5076], [6.8556, -1.7084, -1.2901], [6.1815, -2.1160, -2.3862], [5.6833, -3.4022, -2.4308], [4.9842, -3.8146, -3.5559], [4.8019, -2.9423, -4.6215], [5.3142, -1.6538, -4.5607], [6.0053, -1.2328, -3.4334], [5.8418, -4.0685, -1.5928], [4.5813, -4.8177, -3.6015], [4.2594, -3.2685, -5.4996], [5.1763, -0.9743, -5.3922], [6.4045, -0.2288, -3.3645], [0.7428, -0.8993, -7.2925], [1.1003, 0.3312, -6.8764], [2.2249, 0.4744, -6.0871], [2.5934, 1.7437, -5.6637], [1.8297, 2.8466, -6.0244], [0.6999, 2.6839, -6.8137], [0.3331, 1.4178, -7.2493], [2.8015, -0.3993, -5.8097], [3.4767, 1.8724, -5.0504], [2.1175, 3.8333, -5.6879], [0.1026, 3.5430, -7.0903], [-0.5395, 1.2700, -7.8722]],
  "lowdin_charge": [-0.2744, 0.8631, -0.2571, -0.1381, -0.3040, -0.0239, -0.0725, -0.0841, -0.1078, -0.4262, 1.0812, -0.3633, -0.2261, -0.1197, -0.1183, -0.2296, 0.0101, -0.2875, 0.1280, 0.1096, -0.0520, -0.0716, -0.0299, -0.3418, 0.0335, 0.0422, 0.1198, 0.1055, 0.1047, 0.0968, 0.1093, 0.1229, 0.0950, 0.1225, 0.1144, 0.1086, 0.1208, 0.0496, -0.2899, -0.0163, -0.0764, -0.0856, -0.0784, -0.0211, 0.1176, 0.0881, 0.0993, 0.0931, 0.1023, 0.0510, -0.2929, -0.0218, -0.0827, -0.0975, -0.0831, -0.0174, 0.1178, 0.1050, 0.1006, 0.1047, 0.1175, 0.0386, -0.2777, -0.0159, -0.0824, -0.0967, -0.0817, -0.0153, 0.1181, 0.1050, 0.1010, 0.1053, 0.1183, 0.0632, -0.2799, -0.0107, -0.0807, -0.0973, -0.0948, -0.0203, 0.1187, 0.1041, 0.1007, 0.1086, 0.1049, 0.0503, -0.2791, -0.0109, -0.0763, -0.0920, -0.0843, -0.0160, 0.1195, 0.1061, 0.1027, 0.0996, 0.1071, 0.0563, -0.2894, -0.0196, -0.0747, -0.0878, -0.0739, -0.0167, 0.1016, 0.0906, 0.0879, 0.1058, 0.1167],
  "energy_ha": -3850.78355,
  "e_homo_ev": -7.5204,
  "orbital_gap_ev": 7.24
}


# 2
{
  "formula": "CH3FIN",
  "method": "the ωB97M-V functional and the def2-TZVPD basis",
  "symbols": ["C", "N", "F", "I", "H", "H", "H"],
  "coordinates": [[0.3750, -0.5836, 0.1192], [-0.4134, 0.3494, -0.5407], [0.5879, 2.0010, -0.6224], [-2.0651, 0.9023, 0.3491], [1.0971, -0.8984, -0.5800], [0.6558, -0.3371, 1.2201], [-0.2375, -1.4337, 0.0547]],
  "nbo_charge": [-0.4859, -0.2347, -0.4471, 0.4614, 0.2350, 0.2173, 0.2540],
  "energy_ha": -492.04525,
  "e_homo_ev": [-9.8988, -9.9182],
  "orbital_gap_ev": [8.18, 8.19],
  "de_lowest_kcal_mol": 96.0
}


# 3
{
  "formula": "C4H12NOS",
  "method": "the ωB97M-V functional and the def2-TZVPD basis",
  "symbols": ["C", "N", "C", "C", "S", "C", "H", "H", "H", "H", "H", "H", "H", "H", "H", "H", "H", "H", "O"],
  "coordinates": [[-1.5342, 1.3239, 0.0520], [-0.4692, 0.3815, 0.4652], [0.5753, 0.1653, -0.5718], [1.9076, -0.2960, 0.0564], [3.1221, -0.9105, -1.1866], [-2.3105, 1.6479, 1.3066], [-2.2268, 1.1738, -0.8174], [-0.9281, 2.1614, -0.3421], [-0.9308, -0.5142, 0.6107], [0.1718, -0.5962, -1.2486], [0.8268, 1.0749, -1.1270], [2.3160, 0.6480, 0.4410], [1.7790, -1.0163, 0.8784], [-2.9412, 0.8573, 1.7060], [-2.9528, 2.5321, 1.2032], [-1.5495, 1.9197, 2.0448], [1.9862, -2.7790, -1.1820], [1.8644, -4.2697, -1.0808], [1.2940, -3.5037, -1.2080]],
  "mulliken_spin": [0.4440, -0.5805, 0.1327, 0.0408, -0.0007, 3.6464, -0.3124, -0.1329, -0.0629, -0.0049, 0.0694, -0.0073, 0.0091, -0.3601, -1.4924, -0.3870, 0.0017, -0.0014, -0.0014],
  "total_charge": -2,
  "energy_ha": -687.66258,
  "e_homo_ev": [3.8360, -0.6368],
  "orbital_gap_ev": [1.79, 6.26],
  "de_lowest_kcal_mol": 6.4,
  "multiplicity": 2
}


# 4
{
  "formula": "C2H6FNO",
  "method": "the ωB97M-V functional and the def2-TZVPD basis",
  "symbols": ["C", "C", "N", "O", "F", "H", "H", "H", "H", "H", "H"],
  "coordinates": [[-0.8541, 0.7176, 0.1717], [-0.3958, -0.7283, 0.2056], [2.1777, -0.1241, 0.6016], [-0.6184, -1.5836, -0.8061], [2.6502, -0.7310, -0.5390], [-0.5357, 1.0279, 1.1936], [-0.2154, 1.3963, -0.3691], [-1.9939, 0.8511, 0.1786], [-0.1698, -1.2430, 1.1762], [1.8779, 0.8499, 0.2109], [-0.7883, -1.1158, -1.6643]],
  "nbo_charge": [-0.7384, 0.2006, -0.1736, -0.6579, -0.2694, 0.2394, 0.2264, 0.2301, 0.1945, 0.2623, 0.4860],
  "energy_ha": -309.45600,
  "e_homo_ev": [-9.6898, -7.2472],
  "orbital_gap_ev": [10.39, 7.31],
  "de_lowest_kcal_mol": 131.6
}


# 5
{
  "formula": "C36H51BrN3OP2W",
  "method": "the ωB97M-V functional and the def2-TZVPD basis",
  "symbols": ["C", "C", "C", "C", "C", "H", "H", "H", "N", "P", "P", "C", "H", "H", "C", "H", "C", "C", "C", "C", "C", "H", "H", "H", "C", "H", "H", "H", "C", "H", "H", "H", "C", "H", "H", "H", "C", "H", "H", "H", "C", "H", "H", "H", "C", "H", "H", "H", "C", "H", "H", "H", "C", "H", "H", "H", "C", "H", "H", "H", "C", "H", "H", "H", "C", "H", "H", "H", "W", "C", "O", "N", "C", "C", "C", "C", "C", "H", "C", "H", "C", "H", "H", "H", "Br", "C", "C", "C", "C", "N", "C", "H", "H", "H", "H"],
  "coordinates": [[-2.3345, -0.0769, -2.0989], [-2.2686, 1.8780, -0.7501], [-3.4678, 0.3835, -2.7535], [-3.2837, 2.4461, -1.5550], [-3.9107, 1.6928, -2.5238], [-3.9366, -0.2693, -3.4877], [-3.5793, 3.4683, -1.3246], [-4.7292, 2.1042, -3.1115], [-1.7383, 0.6371, -1.1046], [0.1461, -1.2242, -2.2339], [-0.8340, 1.6117, 1.6371], [-1.6886, -1.4074, -2.4364], [-2.0636, -2.1980, -1.7681], [-1.9274, -1.7312, -3.4606], [-1.7821, 2.4703, 0.4262], [-2.1105, 3.4915, 0.6291], [-2.1693, 1.0788, 2.9404], [0.3199, 2.9218, 2.4469], [0.8305, -2.9774, -2.1284], [0.6208, -0.3291, -3.8456], [-1.5845, -0.0876, 3.7497], [-0.7002, 0.2122, 4.3272], [-2.3461, -0.4433, 4.4601], [-1.3050, -0.9315, 3.1109], [-2.5908, 2.2257, 3.8694], [-1.7900, 2.5800, 4.5276], [-3.0060, 3.0665, 3.2976], [-3.3989, 1.8522, 4.5194], [-3.4492, 0.6578, 2.2058], [-4.1511, 0.2202, 2.9317], [-3.9361, 1.5156, 1.7267], [-3.2676, -0.0973, 1.4395], [0.9123, 2.3244, 3.7353], [1.3961, 1.3555, 3.5415], [1.6851, 3.0123, 4.1130], [0.1728, 2.1934, 4.5347], [1.4764, 3.2612, 1.5007], [2.1666, 2.4261, 1.3469], [1.1274, 3.6231, 0.5271], [2.0560, 4.0774, 1.9623], [-0.4014, 4.2521, 2.7141], [-1.2323, 4.1792, 3.4187], [0.3344, 4.9442, 3.1524], [-0.7672, 4.6989, 1.7826], [2.1539, -0.3207, -3.9633], [2.4222, 0.2962, -4.8354], [2.6289, 0.1354, -3.0836], [2.5698, -1.3233, -4.1318], [0.1126, 1.1236, -3.8081], [-0.9812, 1.1745, -3.7522], [0.5405, 1.7023, -2.9854], [0.4274, 1.6072, -4.7460], [-0.0087, -0.9743, -5.0953], [0.3610, -0.4222, -5.9737], [0.2660, -2.0244, -5.2314], [-1.1035, -0.8930, -5.0939], [0.0886, -3.7527, -1.0300], [-0.9907, -3.8258, -1.2111], [0.4929, -4.7771, -1.0025], [0.2491, -3.3093, -0.0382], [2.3134, -2.9065, -1.7322], [2.4412, -2.4464, -0.7426], [2.7003, -3.9358, -1.6828], [2.9222, -2.3490, -2.4529], [0.6574, -3.7135, -3.4673], [-0.3809, -3.6819, -3.8278], [1.3330, -3.3305, -4.2437], [0.9159, -4.7727, -3.3129], [0.0607, -0.0165, -0.0772], [1.4395, 1.1510, -0.8440], [2.2870, 1.8662, -1.2860], [-1.3087, -1.4289, 0.6060], [-2.3130, -1.9758, 0.9269], [-3.2019, -2.9666, 1.3754], [-2.6957, -4.1985, 1.8580], [-4.6025, -2.7443, 1.3299], [-3.5820, -5.1773, 2.3060], [-1.6133, -4.3617, 1.8673], [-5.4651, -3.7349, 1.7927], [-4.9751, -1.8020, 0.9177], [-4.9618, -4.9449, 2.2851], [-3.1839, -6.1269, 2.6643], [-6.5414, -3.5681, 1.7589], [-5.6512, -5.7147, 2.6352], [5.8261, -0.4172, 1.6165], [4.0438, -1.0807, 1.8113], [3.7815, -2.1939, 2.6027], [2.4552, -2.6250, 2.6899], [1.4576, -1.9535, 1.9909], [1.7265, -0.8989, 1.1659], [3.0199, -0.4384, 1.1173], [4.5865, -2.6981, 3.1252], [2.1730, -3.4861, 3.2933], [0.4097, -2.2390, 2.0956], [3.2341, 0.4310, 0.5059]],
  "mulliken_spin": [0.0249, 0.0734, 0.1349, 0.1984, -0.0043, -0.0005, -0.0006, 0.0028, 0.0635, 0.0156, 0.0881, -0.0158, 0.0112, -0.0034, 0.3770, -0.0604, 0.0369, 0.0460, 0.0074, 0.0017, 0.0096, 0.0003, 0.0022, 0.0023, 0.0103, 0.0002, -0.0011, 0.0016, 0.0417, 0.0004, -0.0083, -0.0162, 0.0039, -0.0006, -0.0003, 0.0003, 0.0133, 0.0028, 0.0054, -0.0006, -0.0094, 0.0017, -0.0007, -0.0020, 0.0074, -0.0004, -0.0023, -0.0005, 0.0113, 0.0049, -0.0064, -0.0008, -0.0014, 0.0005, -0.0004, 0.0022, 0.0119, 0.0017, -0.0003, -0.0067, -0.0163, 0.0028, -0.0004, 0.0021, 0.0024, -0.0001, 0.0002, 0.0003, 0.6337, -0.0187, 0.1229, -0.0888, 0.1096, 0.0077, 0.0175, 0.0186, -0.0055, 0.0008, -0.0061, 0.0004, 0.0152, 0.0002, 0.0001, 0.0002, 0.0006, 0.0020, -0.0075, -0.0034, -0.0015, 0.1659, -0.0167, -0.0001, -0.0001, -0.0103, -0.0021],
  "total_charge": 3,
  "energy_ha": -4964.78824,
  "e_homo_ev": [-16.3844, -16.8429],
  "orbital_gap_ev": [5.88, 6.10],
  "multiplicity": 3
}


no.,F_max (eV Å⁻¹)
1,4.24
2,3.57
3,1.35
4,2.90
5,6.75